DFT (ωB97M-V with the def2-TZVPD basis set) results for CH4ClN2P as an isolated structure in a non-equilibrium geometry.

As for the frontier orbital gap: 8.21 eV. For the molar mass, the calculation gives 110.48 g/mol. Its energy above the lowest of the compared OMol25 structures with the same formula, charge and spin is 1.2293 eV. The calculation puts the HOMO energy at -9.31 eV. The lowest unoccupied orbital energy comes out at -1.100 eV.

```
! wB97M-V def2-TZVPD RIJCOSX def2/J DEFGRID3
* xyz 0 1
N 0.143 1.172 0.147
N -0.970 0.759 -0.103
C -1.304 -0.585 -0.384
H -2.110 -0.433 -1.058
H -1.593 -1.037 0.625
P 1.692 1.170 -0.101
Cl 2.845 -1.260 0.256
H 1.769 1.263 1.388
H -0.472 -1.050 -0.770
*
```